A:
{
  "formula": "C6H14O",
  "method": "the ωB97M-V functional and the def2-TZVPD basis",
  "total_charge": 0,
  "smiles": "CCCCCOC",
  "species": ["C", "C", "C", "C", "C", "O", "C", "H", "H", "H", "H", "H", "H", "H", "H", "H", "H", "H", "H", "H", "H"],
  "positions_angstrom": [[-3.01, 0.64, -0.31], [-1.78, -0.11, 0.18], [-0.73, -0.36, -0.91], [0.48, -1.10, -0.34], [1.88, -0.81, -0.88], [2.56, -0.20, 0.28], [2.64, 1.21, 0.33], [-3.73, 0.80, 0.50], [-3.52, 0.09, -1.10], [-2.73, 1.63, -0.71], [-1.30, 0.44, 1.00], [-2.09, -1.08, 0.61], [-1.22, -0.89, -1.75], [-0.42, 0.61, -1.32], [0.27, -2.16, -0.19], [0.79, -0.66, 0.62], [2.46, -1.72, -1.09], [1.90, -0.16, -1.76], [3.54, 1.54, -0.20], [2.74, 1.54, 1.38], [1.76, 1.73, -0.09]]
}

***

B:
{
  "formula": "C6H14O",
  "method": "the ωB97M-V functional and the def2-TZVPD basis",
  "total_charge": 0,
  "smiles": "C=C(C)CCC.O",
  "species": ["C", "C", "C", "C", "C", "C", "H", "H", "H", "H", "H", "H", "H", "H", "H", "H", "H", "H", "H", "H", "O"],
  "positions_angstrom": [[0.62, -0.26, 2.58], [1.37, -0.54, 1.29], [0.49, -0.45, 0.01], [-0.38, 0.80, -0.03], [-1.69, 0.73, 0.17], [0.36, 2.11, 0.08], [-0.46, -0.38, 2.44], [0.66, 0.73, 3.03], [0.94, -0.96, 3.36], [2.20, 0.16, 1.19], [1.83, -1.53, 1.21], [1.17, -0.66, -0.83], [-0.09, -1.38, -0.11], [-2.27, 1.61, 0.39], [-2.18, -0.24, 0.13], [1.38, 1.90, 0.41], [0.61, 2.52, -0.91], [-0.07, 2.89, 0.69], [-0.84, -1.15, -3.04], [-1.55, -2.39, -3.38], [-0.76, -1.89, -3.62]]
}

***

C:
{
  "formula": "C6H14O",
  "method": "the ωB97M-V functional and the def2-TZVPD basis",
  "total_charge": 0,
  "species": ["C", "C", "C", "C", "C", "O", "C", "H", "H", "H", "H", "H", "H", "H", "H", "H", "H", "H", "H", "H", "H"],
  "positions_angstrom": [[-3.42, -0.08, -0.53], [-2.26, -0.33, 0.44], [-0.89, -0.13, -0.22], [0.28, -0.36, 0.74], [1.60, -0.21, 0.04], [2.60, 0.19, 0.79], [3.77, 0.50, 0.23], [-4.39, -0.23, -0.04], [-3.37, -0.77, -1.38], [-3.39, 0.94, -0.93], [-2.35, 0.35, 1.30], [-2.33, -1.34, 0.85], [-0.80, -0.82, -1.07], [-0.82, 0.88, -0.63], [0.18, -1.37, 1.19], [0.23, 0.35, 1.57], [1.85, -0.87, -0.79], [2.03, 1.21, -1.06], [4.15, -0.20, -0.52], [4.48, 0.87, 0.97], [2.86, 1.42, -0.93]]
}

***

D:
{
  "formula": "C6H14O",
  "method": "the ωB97M-V functional and the def2-TZVPD basis",
  "total_charge": 0,
  "smiles": "CCCCCCO",
  "species": ["C", "O", "C", "C", "C", "C", "C", "H", "H", "H", "H", "H", "H", "H", "H", "H", "H", "H", "H", "H", "H"],
  "positions_angstrom": [[-0.97, 1.90, -0.14], [-1.52, 1.86, -1.45], [0.58, 1.39, -0.21], [0.79, 0.22, -1.20], [1.10, -1.10, -0.52], [-0.26, -1.62, 0.31], [-0.13, -1.37, 1.83], [-0.94, 2.95, 0.22], [-1.70, 1.27, 0.46], [-1.36, 0.88, -1.78], [0.91, 1.13, 0.78], [1.17, 2.19, -0.43], [1.58, 0.52, -1.84], [-0.07, 0.12, -1.93], [1.75, -0.97, 0.33], [1.43, -1.84, -1.31], [-1.25, -1.17, -0.02], [-0.50, -2.69, -0.03], [-1.07, -1.54, 2.38], [0.58, -1.97, 2.43], [-0.10, -0.16, 2.13]]
}

***

How do the energies compare? Relative to the most stable structure, in kJ/mol: A 20.5; B 0.0; C 305.8; D 114.7.

***

A:
{
  "formula": "C6H14O",
  "method": "the ωB97M-V functional and the def2-TZVPD basis",
  "total_charge": 0,
  "smiles": "CC[C@H](C)CCO",
  "species": ["C", "O", "C", "C", "C", "C", "C", "H", "H", "H", "H", "H", "H", "H", "H", "H", "H", "H", "H", "H", "H"],
  "positions_angstrom": [[-1.13, -0.83, 1.32], [-0.90, -1.27, 2.73], [-0.11, 0.26, 0.98], [0.22, 1.01, -0.37], [1.49, 1.89, 0.02], [0.59, -0.05, -1.46], [-0.52, -1.12, -1.84], [-0.99, -1.81, 0.90], [-2.27, -0.75, 1.17], [-1.45, -2.06, 2.87], [0.80, -0.28, 1.17], [-0.16, 0.99, 1.78], [-0.64, 1.63, -0.62], [1.75, 1.73, 1.00], [2.34, 1.85, -0.65], [1.16, 2.98, 0.12], [0.69, 0.62, -2.30], [1.47, -0.44, -1.09], [-0.28, -1.94, -2.57], [-0.61, -1.77, -0.99], [-1.45, -0.64, -2.17]]
}

***

B:
{
  "formula": "C6H14O",
  "method": "the ωB97M-V functional and the def2-TZVPD basis",
  "total_charge": 0,
  "smiles": "C=CCCCOC.[H][H]",
  "species": ["C", "C", "C", "C", "C", "O", "C", "H", "H", "H", "H", "H", "H", "H", "H", "H", "H", "H", "H", "H", "H"],
  "positions_angstrom": [[-2.95, 0.08, -0.44], [-2.09, 0.06, 0.58], [-1.19, -1.10, 0.91], [0.24, -0.69, 1.29], [1.02, -0.05, 0.15], [2.32, 0.20, 0.62], [3.14, 0.79, -0.35], [-3.04, -0.76, -1.12], [-0.77, 0.93, -2.91], [-3.60, 0.93, -0.62], [-2.02, 0.92, 1.24], [-1.62, -1.65, 1.77], [-1.17, -1.81, 0.07], [-0.97, 0.68, -2.23], [0.80, -1.57, 1.63], [0.21, 0.01, 2.13], [1.04, -0.72, -0.73], [0.54, 0.89, -0.18], [3.25, 0.15, -1.24], [4.13, 0.93, 0.10], [2.75, 1.77, -0.68]]
}

***

How do the energies compare? Relative to the most stable structure, in kJ/mol: A 0.0; B 11.3.